1.
Density functional theory data (ωB97M-V with the def2-TZVPD basis set) for C31H53N7O4PRbSe3Te as an isolated structure in a non-equilibrium geometry.

Element x y z (Å)
Rb -0.047 -0.273 -0.303
Se -1.890 3.002 2.404
Se -0.182 2.137 3.818
Te 1.664 2.166 2.007
Se 3.758 1.416 3.162
C -2.811 -0.832 3.082
C -2.411 -1.914 2.147
N -2.017 -1.752 0.910
C -1.640 -2.987 0.434
C -1.828 -3.926 1.417
N -2.363 -3.223 2.503
C -1.669 -5.370 1.409
O -2.522 -6.035 2.272
O -0.883 -6.006 0.765
C -1.171 -3.146 -1.014
O -2.006 -3.633 -1.796
O -0.017 -2.716 -1.247
H -2.546 0.143 2.664
H -2.293 -0.934 4.037
H -3.890 -0.846 3.260
H -2.365 -3.524 3.463
H -3.237 -5.431 2.511
N -0.301 2.923 -0.987
H -0.953 2.935 -1.763
H 0.157 3.825 -0.927
H -0.836 2.836 -0.119
C 2.173 -4.275 3.665
N 2.211 -2.830 3.767
C 3.337 -2.202 4.441
C 1.363 -2.107 3.053
N 0.610 -1.465 2.454
H 3.103 -4.656 3.233
H 1.351 -4.578 3.020
H 2.039 -4.726 4.654
H 4.277 -2.504 3.970
H 3.355 -2.507 5.493
H 3.252 -1.117 4.365
C -2.807 -1.093 -3.615
C -3.251 -0.199 -2.510
N -2.492 0.641 -1.846
C -3.290 1.187 -0.859
C -4.544 0.672 -0.939
N -4.511 -0.207 -2.004
H -2.319 -1.984 -3.206
H -2.104 -0.557 -4.251
H -3.651 -1.414 -4.229
H -2.897 1.863 -0.112
H -5.426 0.821 -0.341
H -5.248 -0.821 -2.299
C 4.330 2.724 -0.575
C 5.697 2.127 -0.875
C 5.554 0.854 -1.724
C 4.390 0.923 -2.749
C 4.123 2.399 -3.085
C 3.633 3.187 -1.861
P 2.835 0.140 -2.080
C 3.281 -1.565 -1.488
C 4.356 -2.370 -2.253
C 5.022 -3.421 -1.357
C 3.975 -4.083 -0.465
C 3.366 -3.057 0.514
C 3.536 -1.617 0.025
C 1.853 -0.298 -3.609
C 2.613 -0.837 -4.846
C 2.735 0.217 -5.942
C 1.353 0.625 -6.472
C 0.290 0.581 -5.362
C 0.908 0.856 -3.996
H 4.405 3.540 0.146
H 3.729 1.960 -0.077
H 6.217 1.892 0.055
H 6.313 2.865 -1.404
H 5.418 0.001 -1.059
H 6.487 0.664 -2.265
H 4.706 0.402 -3.657
H 3.414 2.500 -3.909
H 5.065 2.829 -3.449
H 2.552 3.068 -1.744
H 3.820 4.253 -2.033
H 2.320 -2.079 -1.633
H 5.119 -1.714 -2.686
H 3.879 -2.882 -3.094
H 5.784 -2.951 -0.726
H 5.544 -4.160 -1.973
H 4.412 -4.920 0.085
H 3.187 -4.507 -1.095
H 3.832 -3.157 1.499
H 2.299 -3.261 0.639
H 4.534 -1.245 0.271
H 2.860 -0.950 0.568
H 1.211 -1.109 -3.242
H 2.081 -1.707 -5.249
H 3.602 -1.201 -4.568
H 3.362 -0.145 -6.761
H 3.248 1.091 -5.533
H 1.059 -0.043 -7.288
H 1.406 1.630 -6.901
H -0.171 -0.412 -5.335
H -0.516 1.288 -5.578
H 0.137 0.972 -3.230
H 1.435 1.816 -4.019

Values from the calculation:
Largest force on an atom, eV Å⁻¹: 1.29
Multiplicity: 1
E, Ha: -9735.26468
HOMO-LUMO gap, eV: 3.95
Molar mass, u: 1068.732
Energy relative to the best compared isomer or geometry (same formula, charge and spin), kJ/mol: 153.5
Total charge: -2


2.
Density functional theory data (ωB97M-V with the def2-TZVPD basis set) for C31H53N7OSiTb as an isolated structure in a non-equilibrium geometry.

Element x y z (Å)
Tb -0.578 0.351 0.309
N -0.677 2.800 0.004
C -1.250 3.850 0.914
C -1.716 3.281 2.285
N -2.018 1.833 2.239
C -3.491 1.512 2.031
C -3.851 1.469 0.555
N -2.928 0.581 -0.233
H 0.258 3.134 -0.179
H -1.129 2.923 -0.902
H -2.135 4.305 0.426
H -0.490 4.666 1.062
H -2.660 3.839 2.523
H -0.984 3.484 3.069
H -1.801 1.537 3.177
H -4.219 2.144 2.548
H -3.556 0.487 2.456
H -3.771 2.478 0.045
H -4.914 1.170 0.470
H -3.426 0.501 -1.147
H -3.089 -0.350 0.114
N 1.457 -1.303 1.049
C 1.664 -1.731 2.452
C 2.253 -0.709 3.342
C 1.429 0.558 3.522
N 1.184 1.260 2.215
H 1.405 -2.162 0.467
H 2.315 -0.842 0.700
H 2.316 -2.675 2.439
H 0.697 -2.093 2.864
H 3.248 -0.388 2.877
H 2.429 -1.065 4.349
H 1.866 1.274 4.235
H 0.457 0.305 3.978
H 2.110 1.285 1.794
H 0.994 2.269 2.396
C -1.858 -1.183 3.844
Si -2.443 -2.356 2.468
C -4.317 -2.165 2.238
C -2.018 -4.121 2.795
N -1.713 -1.743 0.925
C -1.918 -2.593 -0.189
C -2.796 -3.680 -0.287
C -2.543 -4.777 -1.104
C -1.440 -4.696 -1.952
C -0.768 -3.489 -2.169
C -1.039 -2.415 -1.324
O -0.691 -1.094 -1.585
C -0.631 -0.824 -3.030
C -1.843 -0.807 -3.701
C -1.778 -0.747 -5.100
C -0.561 -0.484 -5.772
C 0.623 -0.449 -5.043
C 0.592 -0.647 -3.669
H -1.358 -1.825 4.585
H -2.588 -0.568 4.314
H -1.106 -0.575 3.393
H -4.599 -1.993 1.217
H -4.837 -1.438 2.914
H -4.807 -3.091 2.553
H -2.717 -4.907 2.525
H -1.847 -4.234 3.893
H -1.050 -4.357 2.343
H -3.739 -3.612 0.204
H -3.029 -5.726 -0.924
H -1.187 -5.619 -2.523
H -0.042 -3.333 -2.968
H -2.780 -0.978 -3.210
H -2.739 -0.902 -5.730
H -0.558 -0.425 -6.828
H 1.570 -0.378 -5.484
H 1.503 -0.703 -3.070
C 6.178 1.518 -0.058
N 5.234 1.263 -1.185
C 5.804 1.120 -2.506
C 3.974 0.729 -0.814
C 2.877 1.671 -1.317
C 3.215 3.023 -1.492
C 2.467 3.891 -2.252
C 1.182 3.495 -2.709
C 0.822 2.166 -2.432
C 1.538 1.364 -1.605
H 7.095 2.024 -0.411
H 6.365 0.511 0.428
H 5.758 2.179 0.731
H 6.634 1.854 -2.628
H 5.052 1.369 -3.283
H 6.242 0.105 -2.694
H 3.918 0.710 0.279
H 3.892 -0.232 -1.346
H 4.183 3.379 -1.136
H 2.947 4.857 -2.562
H 0.458 4.114 -3.235
H -0.179 1.844 -2.771

Values from the calculation:
Largest force on an atom, eV Å⁻¹: 3.72
Multiplicity: 7
E, Ha: -2785.29543
HOMO-LUMO gap (alpha / beta), eV: 6.61 / 6.63
Molar mass, u: 726.824
Energy relative to the best compared isomer or geometry (same formula, charge and spin), kJ/mol: 5.9
Total charge: +1


3.
Density functional theory data (ωB97M-V with the def2-TZVPD basis set) for C31H53NO2RuSi2 as an isolated structure in a non-equilibrium geometry.

Element x y z (Å)
O -1.738 -3.060 -1.743
O -3.001 -1.599 -2.960
C -0.466 -3.558 -2.253
C 0.718 -3.227 -1.384
H -0.359 -3.144 -3.264
H -0.581 -4.644 -2.336
H 0.917 -2.154 -1.347
H 1.595 -3.728 -1.799
H 0.597 -3.585 -0.359
C -2.041 -3.251 -0.311
C -3.508 -3.512 -0.127
H -1.702 -2.348 0.218
H -1.427 -4.096 0.008
H -4.114 -2.626 -0.334
H -3.669 -3.788 0.918
H -3.838 -4.359 -0.738
C -3.191 -0.212 -2.582
C -2.899 -1.848 -4.393
C -3.126 -0.028 -1.090
H -4.183 0.056 -2.968
H -2.440 0.413 -3.086
H -3.872 -0.638 -0.560
H -3.356 1.024 -0.892
H -2.130 -0.223 -0.676
C -3.646 -3.110 -4.737
H -1.833 -1.924 -4.644
H -3.314 -0.982 -4.918
H -3.282 -3.967 -4.163
H -3.518 -3.332 -5.801
H -4.718 -2.982 -4.540
H -2.365 -2.324 -2.330
Ru 1.263 1.402 0.919
C 1.513 0.361 -0.642
Si 1.625 1.129 -2.396
H 0.595 -0.291 -0.629
H 2.359 -0.339 -0.471
C 1.847 -0.270 -3.646
C 3.088 2.265 -2.623
C 0.031 1.975 -2.883
C 2.809 2.563 0.487
Si 3.392 2.722 2.267
H 2.485 3.520 0.035
H 3.591 2.136 -0.161
C 4.140 4.442 2.387
C 4.643 1.392 2.694
C 1.901 2.586 3.396
H 0.253 2.899 -3.437
H -0.597 2.238 -2.024
H -0.565 1.327 -3.542
H 2.588 -1.011 -3.315
H 2.209 0.154 -4.594
H 0.902 -0.798 -3.846
H 3.997 1.867 -2.156
H 2.902 3.266 -2.217
H 3.288 2.357 -3.701
H 5.098 0.973 1.785
H 4.177 0.576 3.263
H 5.437 1.841 3.309
H 2.019 1.772 4.125
H 0.920 2.468 2.877
H 1.873 3.557 3.910
H 5.188 4.373 2.710
H 3.584 5.057 3.108
H 4.104 4.932 1.404
C -2.231 3.965 0.231
C -3.153 3.393 1.107
C -2.814 2.261 1.847
C -1.527 1.688 1.724
C -0.593 2.302 0.867
C -0.933 3.427 0.117
C -1.085 0.522 2.480
C -1.845 -0.145 3.456
C -1.245 -1.079 4.266
C 0.098 -1.452 4.061
C 0.819 -2.308 4.934
C 2.146 -2.623 4.679
C 2.786 -2.141 3.520
C 2.098 -1.314 2.634
C 0.787 -0.904 2.932
N 0.184 0.118 2.226
H -2.513 4.835 -0.364
H -4.149 3.829 1.223
H -3.522 1.794 2.530
H -0.180 3.864 -0.534
H -2.885 0.143 3.576
H -1.798 -1.540 5.083
H 0.301 -2.700 5.814
H 2.697 -3.256 5.378
H 3.819 -2.414 3.301
H 2.563 -0.952 1.712

Values from the calculation:
Largest force on an atom, eV Å⁻¹: 4.47
Multiplicity: 6
E, Ha: -2091.67491
HOMO-LUMO gap (alpha / beta), eV: 5.73 / 3.39
Molar mass, u: 629.012
Total charge: +1